99
Properties=species:S:1:pos:R:3 method="wB97M-V/def2-TZVPD" spin_multiplicity=3 relative_energy_kj_mol=336.9 mol_weight_g_mol=782.10 orbital_gap_ev="4.40 / 5.19" total_charge=+2 energy_ev=-176559.057 s_squared=2.0488 largest_force_ev_per_a=2.978 e_homo_ev="-10.57 / -10.80"
Pr -0.03 0.95 -0.43
C -1.20 4.43 0.91
C -1.17 4.44 -0.66
N -1.22 3.11 -1.32
C -2.60 2.77 -1.75
C -2.63 1.45 -2.57
N -2.03 0.26 -1.85
C -3.02 -0.79 -1.50
C -2.97 -1.23 0.04
C -3.10 -0.21 1.17
N -1.80 0.35 1.59
C -1.74 1.28 2.76
C -0.32 1.88 2.94
N 0.31 2.50 1.75
C 0.08 4.05 1.61
H -2.02 3.85 1.19
H -1.40 5.44 1.18
H -0.21 4.91 -0.89
H -1.95 5.10 -1.05
H -0.56 3.02 -2.09
H -3.00 3.51 -2.54
H -3.30 2.74 -0.89
H -1.98 1.70 -3.50
H -3.69 1.27 -2.94
H -1.43 -0.20 -2.68
H -2.80 -1.68 -2.18
H -4.04 -0.35 -1.72
H -2.05 -1.88 0.13
H -3.79 -1.90 0.05
H -3.56 -0.77 2.07
H -3.76 0.59 0.89
H -1.26 -0.45 1.95
H -1.89 0.75 3.70
H -2.50 2.10 2.65
H 0.36 1.05 3.20
H -0.38 2.61 3.75
H 1.34 2.56 2.03
H 0.96 4.48 1.03
H 0.20 4.56 2.63
N 1.12 1.30 -2.98
C 2.45 0.58 -2.85
C 2.88 0.81 -1.41
C 3.39 -0.30 -0.59
C 2.47 -1.49 -0.27
N 1.37 -0.97 0.59
H 0.64 0.97 -3.81
H 1.17 2.33 -3.10
H 3.09 1.04 -3.64
H 2.28 -0.50 -3.02
H 2.15 1.49 -0.93
H 3.64 1.54 -1.34
H 3.68 0.07 0.42
H 4.34 -0.72 -0.97
H 2.98 -2.31 0.22
H 1.95 -1.98 -1.15
H 1.70 -0.83 1.52
H 0.65 -1.73 0.80
C -0.51 -0.60 7.66
Ge 1.39 -1.25 7.68
C 2.72 0.19 7.94
C 1.74 -2.74 8.95
C 1.47 -1.94 5.83
Se 3.13 -2.07 4.80
C 3.78 -3.84 5.30
H -0.62 0.44 8.09
H -1.08 -1.21 8.36
H -1.01 -0.61 6.66
H 2.28 0.95 8.63
H 2.70 0.55 6.92
H 3.68 -0.13 8.29
H 0.83 -3.12 9.40
H 2.40 -2.50 9.83
H 2.24 -3.53 8.30
H 0.91 -1.34 5.15
H 1.01 -2.91 5.77
H 3.49 -4.54 4.53
H 3.34 -4.24 6.22
H 4.88 -3.82 5.57
C 1.04 -0.83 -6.97
C -0.34 -0.65 -6.37
C -1.09 0.34 -7.27
O -0.14 0.00 -5.08
B -0.83 -0.73 -4.15
O -1.15 -1.99 -4.52
C -1.09 -2.03 -5.96
C -0.26 -3.30 -6.20
C -2.46 -2.09 -6.55
H 1.52 0.17 -6.99
H 0.86 -1.22 -7.93
H 1.70 -1.50 -6.41
H -0.46 1.25 -7.29
H -2.11 0.66 -7.05
H -1.05 -0.12 -8.28
H 0.65 -3.29 -5.61
H -0.09 -3.39 -7.26
H -0.84 -4.22 -5.98
H -2.91 -1.11 -6.39
H -2.99 -2.97 -6.08
H -2.52 -2.26 -7.64